No. 1
Molecular formula: C3H3NOS2
Method: DFT, ωB97M-V with the def2-TZVPD basis set

The calculation puts the electronic energy at -28365.1094 eV. The energy relative to the best compared isomer or geometry (same formula, charge and spin) comes out at 62.8 kcal per mole. For the maximum force, the calculation gives 0.057 hartree/bohr. For the HOMO-LUMO gap, the calculation gives 7.95 eV.

Cartesian coordinates (Å):
C1 1.69318 0.93935 -0.06700
C2 0.40414 0.45657 0.16058
C3 -0.85320 0.94811 0.13763
N1 -1.34375 -1.23211 0.00479
O1 -1.75287 1.68247 0.02255
S1 2.87905 -0.23228 0.01821
S2 0.43358 -1.33958 0.05325
H1 2.09979 1.98772 -0.32506
H2 -1.80583 -1.59081 0.82918
H3 -1.75409 -1.61945 -0.83414



No. 2
Molecular formula: C3H3NOS2
Method: DFT, ωB97M-V with the def2-TZVPD basis set

The structure (SMILES) is [H]/N=C1\SCOC1=S. The calculation puts the electronic energy at -28365.4074 eV. The energy relative to the best compared isomer or geometry (same formula, charge and spin) comes out at 56.0 kcal per mole. For the maximum force, the calculation gives 0.069 hartree/bohr. For the HOMO-LUMO gap, the calculation gives 8.84 eV.

Cartesian coordinates (Å):
C1 -0.79801 0.58123 -0.51058
C2 -0.67935 -0.94142 0.40482
C3 1.56027 -0.23815 0.33879
N1 -1.85839 1.06518 -0.88072
O1 0.57762 -1.16123 0.71431
S1 -1.85642 -1.81247 0.97283
S2 0.88110 1.04991 -0.82746
H1 1.94664 0.38641 1.32462
H2 2.29317 -0.83581 -0.16920
H3 -2.06661 1.90635 -1.36741



No. 3
Molecular formula: C3H3NOS2
Method: DFT, ωB97M-V with the def2-TZVPD basis set

The calculation puts the electronic energy at -28364.8848 eV. The energy relative to the best compared isomer or geometry (same formula, charge and spin) comes out at 68.0 kcal per mole. For the maximum force, the calculation gives 0.042 hartree/bohr. For the HOMO-LUMO gap (spin up / spin down), the calculation gives 8.29 / 8.29 eV.

Cartesian coordinates (Å):
C1 -0.44884 -0.09480 0.62087
C2 0.93765 -0.52023 0.59890
C3 -1.21294 0.39755 -0.52051
N1 -1.82533 0.03934 -1.52762
O1 3.38654 -0.55757 0.00014
S1 -0.84375 1.74653 0.51966
S2 2.16217 0.19225 -0.25138
H1 -1.04019 -0.59406 1.38647
H2 1.20008 -1.34707 1.24244
H3 -2.31538 0.73805 -2.06896



No. 4
Molecular formula: C3H3NOS2
Method: DFT, ωB97M-V with the def2-TZVPD basis set

The calculation puts the electronic energy at -28361.4346 eV. The energy relative to the best compared isomer or geometry (same formula, charge and spin) comes out at 147.6 kcal per mole. For the maximum force, the calculation gives 0.112 hartree/bohr. For the HOMO-LUMO gap (spin up / spin down), the calculation gives 6.50 / 6.50 eV.

Cartesian coordinates (Å):
C1 -1.30908 -0.29468 0.04866
C2 -0.98658 1.02644 0.01303
C3 0.92422 -0.40457 -0.31331
N1 -0.17423 -1.07385 -0.15251
O1 1.46423 1.90969 0.75761
S1 3.11801 -1.33747 -0.25657
S2 0.83527 1.40196 -0.45093
H1 -2.14061 -0.91825 0.25730
H2 -1.70522 1.69417 0.15467
H3 -0.02602 -2.00344 -0.05795



No. 5
Molecular formula: C3H3NS
Method: DFT, ωB97M-V with the def2-TZVPD basis set

The structure (SMILES) is C=C=S.C#N. The calculation puts the electronic energy at -15482.3525 eV. The energy relative to the best compared isomer or geometry (same formula, charge and spin) comes out at 32.4 kcal per mole. For the maximum force, the calculation gives 0.049 hartree/bohr. For the HOMO-LUMO gap, the calculation gives 8.56 eV.

Cartesian coordinates (Å):
C1 2.34761 -0.15202 -0.29489
C2 -1.32087 0.75951 0.04676
C3 -1.54298 -0.44323 0.51066
N1 1.48684 -0.68726 -0.82055
S1 -0.92740 2.08591 -0.65566
H1 3.09862 0.45640 0.00798
H2 -1.38267 -0.86495 1.47840
H3 -1.75916 -1.15434 -0.27271



No. 6
Molecular formula: C3H3NS2
Method: DFT, ωB97M-V with the def2-TZVPD basis set

The structure (SMILES) is CS(=S)#CC#N. The calculation puts the electronic energy at -26314.8352 eV. The energy relative to the best compared isomer or geometry (same formula, charge and spin) comes out at 102.7 kcal per mole. For the maximum force, the calculation gives 0.063 hartree/bohr. For the HOMO-LUMO gap (spin up / spin down), the calculation gives 6.71 / 6.70 eV.

Cartesian coordinates (Å):
C1 3.74211 1.40512 0.03471
C2 2.39529 1.18026 0.13461
C3 0.09444 -0.12892 0.06007
N1 4.85954 1.69578 -0.08223
S1 2.11623 -2.74413 -0.02822
S2 1.88266 -0.45839 0.22612
H1 -0.10732 0.14885 -0.97034
H2 -0.13032 0.70984 0.71443
H3 -0.47665 -1.00583 0.34404